{
  "formula": "C13H21NO",
  "method": "ωB97M-V/def2-TZVPD",
  "max_force_ev_per_a": 3.51,
  "energy_ha": -637.8066,
  "symbols": ["C", "C", "C", "C", "C", "C", "C", "C", "C", "C", "C", "C", "C", "N", "O", "H", "H", "H", "H", "H", "H", "H", "H", "H", "H", "H", "H", "H", "H", "H", "H", "H", "H", "H", "H", "H"],
  "coordinates": [[0.170943, -2.062382, 0.270772], [2.467863, 1.617740, 0.039168], [1.421232, 1.269915, -1.046408], [3.031837, -0.463412, -0.813412], [2.096900, -0.592198, 1.372512], [3.032016, 0.294322, 0.489852], [1.534406, -0.342259, -1.022903], [1.028196, -1.049357, 0.306697], [-3.759444, 0.948069, -0.092609], [-1.928570, 0.076125, -1.627632], [-2.169955, -0.898959, 1.535185], [-2.296253, 0.768598, -0.296676], [-1.701332, 0.167944, 0.957367], [-0.404584, -3.139782, 0.196657], [-0.796847, 0.997558, 1.575851], [3.238066, 2.286903, -0.414632], [2.121203, 2.042593, 0.955656], [0.513516, 1.723755, -0.771568], [1.615412, 1.519052, -2.038569], [3.743092, 0.003173, -1.517379], [3.347189, -1.483195, -0.624376], [2.752222, -1.493669, 1.645569], [1.750684, -0.253680, 2.325191], [4.025319, 0.357040, 0.909283], [1.140052, -0.853864, -1.988347], [-4.343224, 1.375462, -0.872934], [-3.921720, 1.314919, 0.843435], [-4.204567, -0.034586, -0.035168], [-2.181227, -1.041090, -1.534688], [-0.865550, 0.186819, -2.024264], [-2.505399, 0.568085, -2.420839], [-2.733431, -1.632706, 0.985105], [-1.760778, -1.135986, 2.572026], [-1.363029, -3.210624, 0.259350], [-1.764710, 1.748957, -0.302061], [-0.329523, 0.420718, 2.204803]],
  "forces_ev_per_angstrom": [[1.56, 0.74, 0.30], [0.79, 0.74, -0.57], [0.24, -2.65, 2.29], [0.78, -0.65, 0.22], [0.79, -2.04, -1.32], [0.61, -0.62, 0.22], [-1.52, -0.45, -1.44], [0.56, 0.34, -1.01], [-0.24, -2.24, -1.60], [0.41, -1.05, -0.30], [0.76, -1.68, 2.33], [2.62, 1.20, -0.60], [-0.47, 1.60, -0.55], [2.72, 0.22, -0.54], [0.10, -0.61, -0.05], [-0.27, -0.53, 0.65], [-0.90, 1.10, 0.15], [-1.53, 0.04, 0.24], [0.89, 0.88, -1.54], [-0.70, -0.10, -0.11], [0.03, -0.38, -0.34], [-0.96, 0.97, -0.34], [-0.42, 0.84, 0.43], [0.24, 0.20, 0.39], [0.52, 0.90, 1.70], [0.00, 1.11, -0.65], [-0.72, 1.66, 2.39], [-0.12, -0.71, 0.06], [0.29, 1.55, -0.52], [-1.21, -0.23, 1.19], [-0.29, -0.47, 0.12], [-0.48, 0.07, 0.23], [-0.73, -0.11, -1.47], [-2.60, 0.11, 0.42], [-0.64, -0.24, -0.27], [-0.08, 0.51, -0.11]],
  "nbo_charge": [0.46, -0.41, -0.41, -0.42, -0.40, -0.21, -0.19, -0.27, -0.59, -0.60, -0.56, -0.29, 0.38, -0.64, -0.69, 0.21, 0.21, 0.22, 0.21, 0.21, 0.21, 0.21, 0.20, 0.22, 0.22, 0.21, 0.22, 0.20, 0.20, 0.22, 0.21, 0.20, 0.20, 0.37, 0.22, 0.48]
}


{
  "formula": "C8H8MnN2S6",
  "method": "ωB97M-V/def2-TZVPD",
  "multiplicity": 5,
  "max_force_ev_per_a": 1.37,
  "energy_ha": -3959.1123,
  "charge": 1,
  "symbols": ["Mn", "C", "C", "N", "C", "C", "S", "C", "C", "S", "C", "N", "C", "H", "H", "H", "H", "H", "H", "H", "H", "S", "S", "S", "S"],
  "coordinates": [[0.004046, -0.011964, 0.056323], [-2.879929, -2.023861, -0.209119], [-1.632476, -2.432790, -0.909772], [-0.523154, -1.730676, -0.873367], [0.498688, -2.319753, -1.603230], [0.154553, -3.483260, -2.200387], [-1.480005, -3.858585, -1.848245], [1.757422, -1.591207, -1.600888], [2.941220, -1.869092, -2.194675], [4.076370, -0.636075, -1.835702], [2.911998, 0.200382, -0.903272], [1.752803, -0.414090, -0.870087], [3.171635, 1.486568, -0.202364], [-2.702568, -1.083187, 0.308630], [-3.185291, -2.773804, 0.520529], [-3.699984, -1.887240, -0.914012], [0.769660, -4.120453, -2.813973], [3.195955, -2.716206, -2.809785], [4.192251, 1.827679, -0.355496], [2.992728, 1.365233, 0.867172], [2.481796, 2.249199, -0.567338], [-0.148239, 0.264043, 2.238654], [-1.101590, 1.915347, 2.829626], [-1.689647, 2.969288, 1.096219], [-1.100344, 1.932203, -0.497341]],
  "forces_ev_per_angstrom": [[0.32, -0.52, -0.92], [-0.06, -0.03, 0.00], [0.03, -0.05, -0.05], [0.17, 0.01, 0.00], [-0.14, -0.14, -0.04], [0.00, 0.06, 0.04], [0.02, 0.22, 0.12], [0.21, 0.06, -0.04], [-0.01, 0.03, 0.02], [-0.25, 0.08, 0.13], [0.09, -0.02, -0.05], [-0.19, -0.16, -0.02], [0.00, 0.03, 0.03], [-0.04, 0.01, 0.02], [0.03, -0.01, -0.01], [0.02, -0.01, -0.02], [-0.05, -0.03, 0.00], [0.03, 0.02, 0.01], [0.00, 0.00, 0.00], [0.03, -0.01, 0.00], [0.03, 0.01, -0.03], [0.10, -0.20, 1.35], [-0.29, 0.53, -0.85], [0.33, -0.59, 0.66], [-0.39, 0.71, -0.34]],
  "nbo_charge": [1.02, -0.67, 0.12, -0.57, 0.16, -0.42, 0.55, 0.07, -0.41, 0.56, 0.12, -0.55, -0.67, 0.24, 0.26, 0.26, 0.27, 0.27, 0.25, 0.26, 0.26, -0.37, 0.16, 0.21, -0.37]
}


{
  "formula": "C17H24N2O4",
  "method": "ωB97M-V/def2-TZVPD",
  "max_force_ev_per_a": 18.64,
  "energy_ha": -1072.0386,
  "symbols": ["C", "C", "C", "C", "C", "C", "C", "C", "H", "H", "H", "H", "N", "C", "O", "C", "H", "H", "C", "N", "H", "C", "H", "H", "C", "C", "H", "C", "H", "C", "H", "O", "H", "H", "H", "H", "H", "C", "O", "O", "H", "H", "H", "H", "H", "H", "H"],
  "coordinates": [[-6.499323, -1.050815, 1.065288], [-5.060401, -0.671420, 0.421572], [-4.293525, -1.487793, -0.312267], [-3.162288, -1.282664, -0.840323], [-2.694549, -0.144068, -0.782328], [-3.530739, 0.872797, 0.135253], [-4.801388, 0.503093, 0.778736], [-5.520466, 1.673285, 1.251796], [-5.743147, 1.334800, 2.295663], [-4.922143, 2.549401, 1.413255], [-6.522437, 2.025966, 0.916582], [-3.185059, 2.052843, 0.124987], [-1.470007, 0.282624, -1.256021], [-0.503401, -0.169374, -1.713786], [-0.562823, -1.468988, -2.091013], [0.610934, 0.560158, -2.023447], [1.259169, -0.120134, -2.868985], [0.322094, 1.501968, -2.466364], [1.727574, 0.925712, -1.016741], [2.965999, 1.153695, -1.215461], [2.980977, 1.630091, -2.284254], [3.811246, 0.092573, -1.156719], [4.611941, 0.168727, -2.101684], [3.343434, -0.916553, -1.186861], [4.754601, 0.239053, -0.254287], [5.702417, -1.164280, 0.205185], [6.689592, -1.160382, 0.098238], [5.299722, -1.458664, 1.608105], [5.213285, -2.734540, 1.886925], [3.889895, -1.088283, 1.866915], [3.579406, -0.740292, 2.778022], [3.865448, 0.167870, 0.992701], [3.143082, -1.675445, 1.355537], [5.910128, -1.277689, 2.337845], [5.308670, -2.027940, -0.496911], [5.396824, 1.188705, 0.001837], [1.650912, -0.072320, -0.492214], [1.163932, 1.999767, 0.213194], [0.128361, 2.642537, -0.214720], [1.878819, 2.376861, 1.029757], [2.840700, 1.552693, 1.104875], [-1.405068, 1.508388, -0.703000], [-2.740963, -2.020276, -1.331373], [-4.883377, -2.719930, -0.406320], [-6.883818, -2.025074, 0.669432], [-6.409886, -0.998572, 2.051753], [-7.254361, -0.528129, 0.611603]],
  "forces_ev_per_angstrom": [[2.33, -3.36, -5.67], [-7.32, -6.97, 1.41], [-8.73, -7.81, 2.50], [0.24, -5.04, -1.92], [1.12, 11.50, 4.29], [2.17, 0.80, -1.96], [7.81, 9.16, -3.74], [-2.26, -0.11, 3.74], [-0.32, 0.76, -0.13], [0.58, 0.23, -0.36], [0.77, -0.87, -0.60], [-0.64, -3.18, 0.09], [-10.80, 12.56, 8.55], [5.80, -13.14, -5.49], [0.91, 3.40, 1.07], [7.49, 2.54, -4.56], [-1.99, 1.90, 2.10], [-0.22, 0.34, -0.60], [-9.70, -3.66, 7.08], [3.78, 5.81, -7.41], [0.59, -1.19, 3.66], [1.33, -2.84, -9.67], [-2.20, -0.62, 0.93], [0.29, 0.60, 0.03], [6.97, -1.78, 11.85], [-6.30, -0.42, -2.57], [4.14, 0.70, -0.69], [-3.77, -6.87, -1.41], [0.60, 3.05, -1.36], [0.64, 2.46, -4.97], [-0.46, 0.42, 2.48], [-0.84, 1.84, 1.69], [-0.10, -0.83, 0.34], [3.72, 2.22, 3.96], [0.69, 1.69, 1.24], [-1.48, -1.65, -1.52], [0.34, 0.69, 0.41], [-8.48, -1.79, -12.99], [1.20, -1.53, 1.97], [9.88, -0.01, 8.64], [-2.36, 1.79, -0.32], [0.91, -4.04, -2.37], [2.40, -3.33, -2.44], [2.13, 3.88, 0.11], [0.98, -0.05, 0.95], [-0.16, 0.17, 4.16], [-1.66, 2.55, -0.51]],
  "nbo_charge": [-0.63, 0.03, -0.11, -0.32, 0.19, -0.20, -0.07, -0.64, 0.22, 0.23, 0.24, 0.20, -0.52, 0.56, -0.75, -0.45, 0.23, 0.24, -0.10, -0.63, 0.38, -0.26, 0.19, 0.23, 0.12, -0.39, 0.21, -0.40, 0.19, -0.05, 0.21, -0.67, 0.19, 0.21, 0.21, 0.24, 0.19, 0.79, -0.74, -0.62, 0.56, 0.45, 0.26, 0.17, 0.21, 0.20, 0.21]
}